ORCA calculation (wB97M-V/def2-TZVPD) on the molecule C19H26N2O3.

```
! RIJCOSX wB97M-V def2-TZVPD def2/J DEFGRID3
* xyz 0 1
C 2.35 -4.13 -0.34
C 2.36 -3.05 0.73
C 1.48 -3.40 1.94
C 0.14 -2.66 1.97
C -0.79 -3.08 0.83
C -2.17 -2.41 0.91
C -2.14 -0.90 0.73
C -1.76 -0.48 -0.70
N -1.16 0.84 -0.74
C 0.25 0.85 -0.70
O 0.83 -0.22 -0.66
C 0.88 2.15 -0.74
C 2.35 2.22 -0.67
O 2.99 3.25 -0.78
O 2.95 1.05 -0.46
C 4.36 1.08 -0.39
C 0.14 3.32 -0.84
N 0.75 4.51 -0.93
C -1.31 3.24 -0.83
C -2.11 4.39 -0.88
C -3.49 4.30 -0.86
C -4.09 3.05 -0.77
C -3.32 1.91 -0.73
C -1.92 1.97 -0.76
H 2.96 -3.83 -1.19
H 1.34 -4.32 -0.70
H 2.75 -5.07 0.05
H 2.02 -2.11 0.30
H 3.39 -2.91 1.06
H 1.30 -4.48 1.97
H 2.02 -3.14 2.86
H 0.35 -1.59 1.89
H -0.35 -2.85 2.92
H -0.31 -2.84 -0.12
H -0.93 -4.16 0.87
H -2.61 -2.64 1.88
H -2.81 -2.85 0.14
H -3.11 -0.48 0.99
H -1.41 -0.47 1.41
H -2.61 -0.52 -1.38
H -0.99 -1.16 -1.08
H 4.67 0.05 -0.25
H 4.69 1.70 0.45
H 4.78 1.49 -1.31
H 0.24 5.37 -0.97
H 1.77 4.49 -0.91
H -1.66 5.37 -0.94
H -4.09 5.20 -0.90
H -5.16 2.98 -0.74
H -3.82 0.96 -0.65
*
```

Properties
Relative energy (zero: lowest compared OMol25 entry of this formula, charge and spin) in kcal per mole: 6.58
Kohn-Sham gap in eV: 8.527
LUMO in eV: 0.09
SMILES: CCCCCCCCn1c(=O)c(C(=O)OC)c(N)c2ccccc21